No. 1
DFT (wB97M-V/def2-TZVPD) results for a molecular structure, C3H27O11V in a non-equilibrium geometry.

For the calculated total energy, the calculation gives -1901.9009 hartree. For the HOMO energy (alpha / beta), the calculation gives -11.840 / -12.556 eV. The value obtained for the orbital gap (alpha / beta) is 8.2440 / 8.9159 eV. As for the spin multiplicity: 4. Its LUMO energy (alpha / beta) is -3.6 / -3.6 eV. The net charge is +1.

```
42
Properties=species:S:1:pos:R:3:forces:R:3
V 1.858126 1.181876 -0.350665 -0.88 -1.07 0.46
O 3.379864 0.106760 0.803962 1.55 -0.71 1.49
O 2.530511 0.602340 -2.342249 -1.68 -0.07 -0.67
O 1.358887 -3.158009 0.922074 -1.52 -1.02 0.17
O 0.375983 2.557093 -1.449605 0.67 0.48 -2.88
O -3.623599 2.759409 0.527570 -0.55 -0.38 0.60
O 0.650595 -0.973258 2.704906 -0.05 0.86 2.34
O 0.814269 -0.576553 -0.574612 2.41 1.87 -0.06
O 2.231860 -2.608761 -2.325690 0.89 -0.35 -0.99
O -3.028354 -1.207897 2.229427 -1.06 -0.86 0.89
O 1.011474 1.645853 1.622860 0.47 -0.08 -1.21
O -2.244918 2.119120 2.941510 -0.38 -1.20 2.31
C -0.453242 -0.816201 -1.039193 1.20 -2.86 -1.68
C -0.660043 -0.676675 -2.582778 0.89 -0.88 0.84
C -1.399499 -0.058164 -0.268004 -3.57 1.02 0.25
H -2.699952 -0.731080 2.986438 0.22 0.24 0.41
H -0.057613 -1.316389 -3.200542 1.36 -0.69 0.33
H -0.404560 0.286031 -2.947633 -0.60 1.44 -0.31
H -2.568527 -0.860925 1.495490 0.73 0.50 -0.99
H -3.058121 3.504327 0.458358 0.49 1.64 0.26
H 0.885763 -2.585800 0.309716 0.41 0.74 -0.41
H 2.020861 -3.501962 -2.055341 -0.10 -0.14 0.17
H 1.687603 0.249883 -2.731654 0.82 -0.07 0.77
H 0.647092 -3.838218 1.045969 1.16 0.45 0.23
H -0.480772 -1.916252 -0.897226 -1.28 0.07 0.09
H 0.922738 -1.471980 3.504887 -0.47 0.92 -0.15
H -3.295239 2.248741 -0.191140 -0.02 -1.22 -1.03
H 0.662923 2.564077 -2.421254 -0.07 -0.49 1.77
H -1.564403 -1.111495 -2.940673 -1.54 0.68 0.12
H 3.921004 -0.647321 0.491953 -0.67 0.36 -0.49
H 0.904742 -1.613066 2.083661 0.54 -1.56 -2.28
H 1.680531 -2.012617 -1.843486 -0.65 0.66 0.98
H 0.734937 2.193670 2.336536 -0.16 1.28 0.67
H -2.469582 -0.455434 -0.294226 1.16 0.89 -0.66
H 3.119632 0.541208 -3.090130 0.90 0.16 -0.10
H -1.215074 0.074421 0.758141 0.95 -0.71 1.58
H -3.084997 1.845780 2.590388 -1.24 -0.54 0.44
H -1.283402 0.988069 -0.545930 -0.72 0.25 -0.70
H 0.727303 0.790047 1.933971 -0.19 -1.62 0.41
H -0.271778 3.272146 -1.559562 -0.06 -0.11 1.06
H -1.969174 2.475105 2.150984 1.70 1.63 -2.65
H 3.706151 0.132103 1.752795 -1.07 0.50 -1.40
```
Forces are in eV/Å.

Here are the natural (NBO) charges for atoms 1 to 8, given in e:
1. V 1.419
2. O -0.959
3. O -0.957
4. O -0.950
5. O -0.953
6. O -0.918
7. O -0.977
8. O -0.948

No. 2
DFT (wB97M-V/def2-TZVPD) results for 2 unconnected molecules or ions with the total composition C4H12NO2 in a non-equilibrium geometry.

For the calculated total energy, the calculation gives -364.5823 hartree. For the HOMO energy, the calculation gives -14.684 eV. The value obtained for the orbital gap is 11.4503 eV. Its LUMO energy is -3.2 eV. For the relative energy (zero: lowest compared OMol25 entry of this formula, charge and spin), the calculation gives 138.9 kJ/mol. The net charge is +1.

```
19
Properties=species:S:1:pos:R:3:forces:R:3
O -2.474498 -1.024087 -1.131249 -0.31 0.84 -0.34
O 2.528083 -0.893451 -1.014471 -0.05 -0.03 -0.36
N 0.008637 -0.562503 -0.204123 0.16 1.92 0.25
C 2.411556 -0.838426 0.173708 0.02 0.29 0.31
C -0.013991 0.964759 -0.461357 -0.21 -0.44 0.90
C -0.495713 1.718163 0.759484 -0.36 0.87 0.85
C 1.028205 -0.884842 0.810163 0.59 -0.57 0.29
H 0.952360 -0.240995 1.688577 -0.06 0.40 -0.39
H 0.863114 -1.867957 1.251798 -0.04 -0.30 -0.37
H -0.919697 -0.844963 0.115357 -0.14 -0.06 -0.48
H -2.817798 -1.843420 -1.482560 -0.16 -0.50 -0.08
H -0.791887 1.133582 1.635222 -0.09 -0.39 -0.34
H -0.654915 1.108105 -1.324859 0.15 0.02 -0.08
H 1.009614 1.277767 -0.647066 -0.04 -0.35 -0.54
H 0.276273 2.375818 1.162433 0.07 -0.01 -0.22
H 3.281715 -0.699241 0.840424 -0.17 -0.24 0.03
H -3.020604 -0.343754 -1.570434 0.30 -0.37 0.37
H -1.347452 2.367899 0.551814 0.04 -0.14 -0.18
H 0.177000 -0.902454 -1.152862 0.32 -0.92 0.39
```
Forces are in eV/Å.

Here are the natural (NBO) charges for atoms 1 to 8, given in e:
1. O -0.985
2. O -0.488
3. N -0.510
4. C 0.421
5. C -0.214
6. C -0.673
7. C -0.356
8. H 0.253